Entry 1:
{
  "formula": "C2H2FLiMgO2",
  "method": "ωB97M-V/def2-TZVPD",
  "symbols": ["F", "C", "C", "H", "H", "O", "O", "Li", "Mg"],
  "positions_angstrom": [[2.852, -0.164, 1.266], [1.847, -0.370, 0.259], [1.838, -1.764, -0.113], [2.354, -2.025, -1.045], [2.140, -2.476, 0.677], [0.443, -0.199, 1.521], [-0.737, 0.292, 0.746], [2.692, 2.875, -4.116], [2.031, 1.288, -1.441]],
  "mulliken_charge": [-0.28, 0.33, -0.56, 0.26, 0.29, -0.27, -0.25, 0.42, 0.06],
  "e_above_lowest_kcal_mol": 182.34,
  "homo_lumo_gap_ha": [0.200, 0.200],
  "energy_ev": -14558.76194,
  "multiplicity": 1
}

***

Entry 2:
{
  "formula": "C9H16N3",
  "method": "ωB97M-V/def2-TZVPD",
  "symbols": ["C", "C", "C", "C", "C", "C", "C", "H", "H", "H", "H", "H", "H", "H", "H", "C", "C", "N", "N", "N", "H", "H", "H", "H", "H", "H", "H", "H"],
  "positions_angstrom": [[2.532, -0.927, 1.530], [0.627, 0.627, 1.974], [1.102, -0.576, 1.418], [-0.660, 0.868, 2.312], [0.164, -1.644, 1.254], [-1.453, -0.333, 2.418], [-1.042, -1.522, 1.888], [1.311, 1.463, 2.113], [-0.960, 1.916, 2.432], [2.969, -0.563, 2.440], [3.248, -0.613, 0.678], [0.620, -2.410, 0.700], [-2.404, -0.235, 3.128], [-1.637, -2.571, 1.864], [2.660, -2.067, 1.432], [-2.261, -0.003, -2.059], [0.126, 0.830, -2.300], [-0.894, 0.036, -2.653], [0.252, 1.527, -1.117], [1.240, 0.776, -3.161], [-0.844, -0.332, -3.602], [-0.635, 1.852, -0.712], [1.139, 1.489, -0.480], [1.709, 1.732, -3.126], [1.603, -0.065, -3.598], [-2.995, 0.502, -2.629], [-2.145, 0.640, -1.136], [-2.638, -1.033, -1.601]],
  "mulliken_charge": [-1.28, -0.65, 0.99, -0.49, -0.54, -0.28, -0.52, 0.38, 0.46, 0.34, 0.25, 0.53, 0.27, 0.24, 0.32, -0.69, 0.67, -0.16, -0.40, -0.49, 0.26, 0.24, 0.27, 0.27, 0.24, 0.34, 0.14, 0.28],
  "e_above_lowest_kcal_mol": 76.53,
  "homo_lumo_gap_ha": 0.311,
  "energy_ev": -14054.78528,
  "multiplicity": 1,
  "total_charge": 1
}

***

Entry 3:
{
  "formula": "C33H48N8O6P2S2SeTa",
  "method": "ωB97M-V/def2-TZVPD",
  "symbols": ["Ta", "Se", "N", "C", "C", "C", "C", "C", "N", "C", "C", "N", "C", "C", "C", "C", "C", "N", "H", "H", "H", "H", "H", "H", "C", "C", "C", "O", "P", "O", "C", "P", "O", "O", "C", "C", "C", "O", "C", "C", "C", "O", "C", "C", "C", "H", "H", "H", "H", "H", "H", "H", "H", "H", "H", "H", "H", "H", "H", "H", "H", "H", "H", "H", "H", "H", "H", "H", "H", "H", "H", "H", "H", "H", "H", "N", "C", "C", "C", "C", "N", "H", "H", "H", "H", "H", "H", "H", "H", "H", "H", "H", "H", "S", "C", "S", "C", "C", "N", "C", "N"],
  "positions_angstrom": [[-0.736, 0.976, -0.453], [-7.571, -1.218, -4.305], [-6.806, -1.666, -2.779], [-5.686, -0.991, -2.702], [-4.763, -1.084, -1.578], [-4.998, -1.908, -0.478], [-4.077, -1.930, 0.546], [-2.953, -1.126, 0.453], [-2.717, -0.330, -0.595], [-3.601, -0.317, -1.608], [-3.308, 0.557, -2.723], [-2.174, 1.255, -2.640], [-1.892, 2.126, -3.607], [-2.697, 2.306, -4.723], [-3.854, 1.563, -4.831], [-4.180, 0.676, -3.805], [-5.396, -0.125, -3.806], [-6.283, -0.105, -4.769], [-5.899, -2.509, -0.458], [-4.216, -2.559, 1.415], [-2.219, -1.116, 1.245], [-0.995, 2.721, -3.482], [-2.413, 3.022, -5.482], [-4.519, 1.655, -5.680], [3.279, 0.620, 5.062], [2.232, 1.123, 4.105], [1.319, 2.172, 4.689], [1.401, -0.071, 3.721], [0.706, -0.403, 2.401], [0.783, 0.676, 1.332], [1.456, -1.905, 1.706], [1.347, -1.686, -0.069], [-0.059, -1.184, -0.414], [1.787, -2.926, -0.874], [1.045, -4.227, -0.968], [1.046, -4.610, -2.426], [1.738, -5.230, -0.078], [2.413, -0.621, -0.491], [3.868, -0.891, -0.233], [4.582, -1.054, -1.553], [4.400, 0.237, 0.615], [-0.793, -0.733, 2.664], [-1.412, -1.329, 3.898], [-0.666, -2.564, 4.352], [-1.551, -0.273, 4.968], [3.920, 1.450, 5.360], [3.900, -0.155, 4.611], [2.809, 0.214, 5.959], [2.692, 1.492, 3.186], [0.899, 1.835, 5.637], [0.499, 2.417, 4.010], [1.895, 3.078, 4.880], [0.906, -2.790, 2.031], [2.499, -2.010, 2.010], [0.024, -4.040, -0.626], [2.071, -4.705, -2.787], [0.524, -3.871, -3.033], [0.549, -5.572, -2.548], [2.778, -5.350, -0.382], [1.243, -6.196, -0.171], [1.710, -4.934, 0.972], [3.935, -1.833, 0.318], [4.663, -0.102, -2.080], [4.075, -1.782, -2.186], [5.592, -1.419, -1.363], [4.446, 1.169, 0.047], [5.413, -0.002, 0.939], [3.785, 0.393, 1.504], [-2.398, -1.615, 3.536], [0.370, -2.332, 4.612], [-0.697, -3.359, 3.604], [-1.150, -2.943, 5.251], [-0.597, -0.081, 5.459], [-2.253, -0.633, 5.720], [-1.943, 0.660, 4.561], [1.296, 2.207, -0.651], [1.581, 3.299, -1.645], [2.516, 2.883, -2.766], [1.890, 1.976, -3.815], [1.701, 0.541, -3.351], [0.374, 0.274, -2.718], [1.386, 2.584, 0.289], [2.018, 1.490, -0.724], [2.019, 4.140, -1.110], [0.642, 3.649, -2.064], [3.414, 2.408, -2.352], [2.856, 3.800, -3.249], [2.537, 1.965, -4.691], [0.937, 2.395, -4.149], [2.470, 0.276, -2.630], [1.816, -0.130, -4.204], [0.328, -0.726, -2.539], [-0.333, 0.455, -3.418], [-1.786, 1.839, 1.590], [-1.901, 3.400, 0.846], [-1.543, 3.306, -0.841], [-2.179, 4.532, 1.520], [-2.321, 4.486, 2.947], [-2.350, 4.427, 4.094], [-2.235, 5.786, 0.827], [-2.256, 6.760, 0.218]],
  "mulliken_charge": [2.72, 0.40, -0.83, 0.90, 0.65, -0.75, -1.13, 0.68, 0.07, -0.45, -0.78, 0.46, 0.20, -1.37, -0.79, 0.48, 0.85, -0.83, 0.61, 0.61, -0.17, 0.07, 0.55, 0.60, -1.53, 1.05, -1.41, 0.13, -1.07, 0.59, -0.06, -0.56, -0.89, -0.12, 0.79, -1.49, -1.35, 0.67, 0.43, -1.56, -1.15, -0.13, 0.54, -1.42, -1.30, 0.46, 0.37, 0.32, 0.07, 0.34, 0.34, 0.48, 0.35, 0.56, 0.20, 0.33, 0.34, 0.50, 0.31, 0.48, 0.28, 0.54, 0.34, 0.32, 0.45, 0.25, 0.55, 0.03, 0.38, 0.26, 0.37, 0.53, 0.19, 0.59, 0.26, 0.02, -0.60, -0.84, -0.58, -0.29, -0.34, 0.21, -0.36, 0.48, 0.26, 0.23, 0.50, 0.40, 0.26, -0.44, 0.74, 0.05, 0.39, -0.32, 0.51, -0.64, 0.91, -0.21, -0.39, -0.34, -0.33],
  "e_above_lowest_kcal_mol": 52.98,
  "homo_lumo_gap_ha": 0.211,
  "energy_ev": -166335.39194,
  "multiplicity": 1,
  "total_charge": 3
}

***

Entry 4:
{
  "formula": "C4H6ClNS2",
  "method": "ωB97M-V/def2-TZVPD",
  "symbols": ["C", "C", "C", "C", "H", "H", "H", "H", "H", "H", "N", "S", "S", "Cl"],
  "positions_angstrom": [[-0.109, -1.099, 0.563], [0.391, -0.454, -0.766], [0.108, 1.023, -0.641], [1.888, -0.790, -0.507], [-2.053, -0.042, 1.787], [0.325, -0.808, 1.569], [0.032, -2.220, 0.386], [0.441, 1.473, -1.611], [-0.911, 1.038, -0.806], [-1.490, 2.571, 0.721], [3.064, -0.825, -0.171], [-1.855, -1.132, 1.048], [0.615, 2.167, 0.720], [-0.447, -0.902, -2.292]],
  "mulliken_charge": [-0.81, 0.99, -1.26, 0.14, 0.12, 0.37, 0.31, 0.37, 0.51, 0.13, -0.47, -0.18, -0.09, -0.12],
  "e_above_lowest_kcal_mol": 116.96,
  "homo_lumo_gap_ha": 0.275,
  "energy_ev": -39923.14803,
  "multiplicity": 1
}